Formula: C10H10N6O4
Source: OMol25
Level of theory: ωB97M-V/def2-TZVPD

ORCA input file:
```
! wB97M-V def2-TZVPD RIJCOSX def2/J DEFGRID3
* xyz 0 1
O 3.2025 3.2427 4.8813
H 2.4735 -1.3444 3.1550
H -3.3083 0.1733 2.3159
C 3.9822 2.4985 0.6926
H 4.5905 2.4952 -0.2237
O 1.0993 2.4016 4.8048
N 4.7022 2.6294 1.7990
C 1.0138 -0.1579 2.1905
C 2.3578 -0.7805 2.2119
N 0.6545 1.1026 2.0410
C 2.5353 2.4476 2.8998
C 1.7252 2.6534 1.8003
N 1.8768 2.4695 -0.6010
H 2.4054 -1.4373 1.3239
C 3.9582 2.6391 2.9205
O 2.5398 2.5252 -1.6601
C -0.7332 1.1187 2.0983
H -1.3611 1.9995 2.0073
H -2.8668 -1.2842 3.1964
H 0.7149 3.1244 1.8233
H -0.0672 -1.9555 2.3550
C -1.2220 -0.1642 2.2665
O 0.6319 2.3116 -0.5792
H 3.1400 0.0025 2.1472
H -2.9046 -1.3025 1.4425
N 4.3897 3.2273 4.0616
N 2.1656 2.6102 4.2456
C 2.5588 2.5961 0.6426
C -2.6020 -0.6782 2.3074
N -0.0950 -0.9480 2.3324
*
```

Values from the calculation:
- Kohn-Sham gap: 7.72 eV
- Relative energy (zero: lowest compared OMol25 entry of this formula, charge and spin): 262.4 kJ/mol